Density functional theory data (ωB97M-V with the def2-TZVPD basis set) for C46H42N11O4S2SiTb as an isolated structure in a non-equilibrium geometry.

The geometry in ORCA input format:
```
! RIJCOSX wB97M-V def2-TZVPD def2/J DEFGRID3
* xyz -1 8
Tb -0.91537 2.10781 0.50567
N 2.62058 2.55026 -0.31438
C 1.95310 2.99267 -1.38916
N 2.62500 3.06664 -2.54412
C 1.92053 3.57157 -3.55764
N 2.47681 3.54237 -4.79306
N 0.69973 4.08170 -3.47010
C 0.09210 3.91690 -2.28890
N 0.66015 3.31374 -1.22560
C -1.25935 4.42799 -2.15958
C -1.70406 5.47332 -2.98157
C -2.98325 5.95394 -2.82420
C -3.80813 5.35022 -1.87306
C -3.29093 4.31905 -1.10575
N -2.04705 3.87266 -1.21612
H 3.61070 2.40486 -0.39270
H 2.17434 2.68029 0.58882
H 3.45984 3.35407 -4.85930
H 2.03088 4.11112 -5.49087
H -1.01990 5.87568 -3.71162
H -3.34326 6.77471 -3.43073
H -4.82221 5.68518 -1.72285
H -3.90273 3.81640 -0.36379
C 8.86142 -8.59919 0.82434
O 8.02820 -8.09857 1.83623
C 7.18918 -7.05785 1.53014
C 7.15489 -6.39052 0.31079
C 6.28359 -5.33315 0.11873
C 5.42322 -4.91112 1.13750
C 5.45996 -5.60530 2.35790
C 6.31489 -6.65910 2.54810
C 4.48119 -3.83611 0.99928
N 3.78222 -3.33409 2.00411
C 2.99006 -2.37448 1.47197
C 3.20452 -2.28082 0.09376
N 4.16508 -3.21278 -0.18943
C 2.47713 -1.41033 -0.74314
C 2.61633 -1.35840 -2.12952
C 1.82266 -0.48905 -2.84432
C 0.90361 0.30777 -2.14615
N 0.76236 0.30428 -0.84027
C 1.52441 -0.54649 -0.10839
C 1.33157 -0.59197 1.30910
N 0.43576 0.27067 1.85803
C 0.21129 0.20281 3.16065
C 0.82291 -0.71664 4.00813
C 1.74418 -1.60438 3.47497
C 2.03293 -1.53356 2.11607
H 9.36810 -9.46232 1.25399
H 9.60989 -7.86347 0.50673
H 8.28284 -8.92530 -0.04624
H 7.80366 -6.68276 -0.50214
H 6.29177 -4.83077 -0.83886
H 4.78356 -5.28736 3.13489
H 6.33002 -7.20652 3.47813
H 4.53366 -3.43531 -1.09915
H 3.33786 -1.99559 -2.62782
H 1.90114 -0.41005 -3.91628
H 0.24503 0.96950 -2.69702
H -0.51668 0.90660 3.54943
H 0.56016 -0.73818 5.05446
H 2.24352 -2.34885 4.07617
O 0.85681 3.13820 1.75033
N 0.56556 3.72266 2.89149
C 1.35338 3.49023 3.94791
C 1.11298 4.05638 5.17457
C -0.01235 4.87410 5.32033
C -0.81459 5.10621 4.23549
C -0.52863 4.54948 2.97608
S -1.41583 4.89685 1.58959
H 2.18237 2.82208 3.75628
H 1.77912 3.85571 5.99808
H -0.24910 5.31334 6.27772
H -1.70199 5.71318 4.30769
C -5.18784 -2.71282 -6.89367
C -5.82773 -3.44449 -5.75787
O -5.49142 -4.49531 -5.30080
S -7.24139 -2.51074 -5.04572
C -6.15171 -1.63164 -3.92319
C -5.81333 -2.19889 -2.70445
C -4.90528 -1.55870 -1.88684
C -4.31501 -0.35017 -2.27849
C -4.70730 0.22361 -3.49533
C -5.61856 -0.41120 -4.31180
C -3.33193 0.28089 -1.47964
C -2.46515 0.82573 -0.81430
H -4.40281 -3.31796 -7.34335
H -4.76038 -1.78356 -6.51790
H -5.94630 -2.45863 -7.63232
H -6.25187 -3.14184 -2.41103
H -4.63275 -1.99133 -0.93478
H -4.27911 1.17126 -3.79180
H -5.92059 0.03196 -5.25079
C -5.06206 1.41451 2.09123
Si -3.48042 1.41495 3.18133
C -3.88221 2.48840 4.72766
C -3.33753 -0.40414 3.80475
O -2.19842 1.91290 2.42049
H -5.95497 1.12993 2.64121
H -4.94422 0.71725 1.26655
H -5.23715 2.39748 1.66263
H -4.69789 2.06524 5.30680
H -4.16756 3.49420 4.43279
H -3.02226 2.57980 5.38629
H -4.28045 -0.77993 4.19283
H -2.59318 -0.51956 4.58851
H -3.04460 -1.04996 2.98112
*
```

Properties
- E (Eh) = -4591.93814
- E_LUMO (spin up / spin down) (eV) = 1.751 / 1.768



Density functional theory data (ωB97M-V with the def2-TZVPD basis set) for C15H42BClN6O4V as an isolated structure in a non-equilibrium geometry.

The geometry in ORCA input format:
```
! RIJCOSX wB97M-V def2-TZVPD def2/J DEFGRID3
* xyz 0 4
V -2.68937 -3.33926 -0.97714
B -1.03965 -4.34783 -2.35619
H -1.78542 -5.06047 -1.84532
H -0.23429 -4.05314 -1.59069
H -0.63035 -4.78204 -3.33189
H -1.63023 -3.39252 -2.59852
Cl -0.99744 -1.32399 -0.65361
C 0.37481 2.63729 3.12691
C -0.76914 2.87986 2.15239
C -1.52189 4.11107 2.65242
C -2.57073 4.69469 1.71788
C -1.86981 5.10166 0.39655
C -1.03821 3.94168 -0.18671
N -0.29867 3.15155 0.80173
O 0.36014 2.09512 0.18537
C -2.04140 3.07699 -1.03426
C -0.05057 4.58795 -1.16966
C -1.70568 1.63070 2.13917
H 1.02241 3.51668 3.18627
H 1.05118 1.83958 2.81189
H 0.02062 2.45554 4.14129
H -1.89072 3.96693 3.66763
H -0.78214 4.92040 2.65689
H -2.94836 5.64340 2.10364
H -3.40909 4.01197 1.57093
H -1.20053 5.95852 0.51718
H -2.65330 5.52557 -0.23527
H -2.89505 2.80408 -0.41155
H -2.30236 3.53809 -1.98418
H -1.63630 2.09928 -1.32084
H 0.46152 3.83833 -1.77210
H -0.70456 5.10269 -1.88065
H 0.59654 5.31882 -0.69154
H -1.70196 1.12199 3.10765
H -1.35875 0.80060 1.52181
H -2.72528 1.87259 1.83981
H -0.33886 1.50637 -0.14828
C 3.10804 -2.04720 0.60237
C 2.99470 -2.98306 -0.60083
C 2.33800 -4.32069 -0.17462
O 2.29252 -5.19036 -1.25887
C 1.68303 -6.42589 -0.94886
N 2.08043 -2.31627 -1.58423
H 3.74001 -1.19460 0.35869
H 3.49523 -2.54361 1.50044
H 2.10346 -1.72858 0.88544
H 3.95581 -3.12060 -1.09558
H 1.41277 -4.02649 0.33491
H 3.01703 -4.61525 0.63978
H 2.27774 -7.04332 -0.26669
H 1.59495 -6.92650 -1.91206
H 0.70282 -6.24322 -0.49819
H 2.62541 -1.53691 -1.95562
H 1.40189 -1.80421 -1.01726
C -0.36300 -1.64541 3.71539
O -1.20033 -2.52216 3.93244
N 0.31329 -1.00912 4.72694
N -0.02143 -1.19616 2.49830
H 0.02877 -1.31603 5.64315
H 1.14587 -0.46491 4.63065
H -0.58559 -1.40740 1.68987
H 0.66461 -0.48164 2.34365
C 0.38663 -0.92786 -4.67870
O 0.49788 -2.13153 -4.49002
N 0.89215 -0.35306 -5.81331
N -0.14359 -0.03001 -3.79908
H 0.60848 0.57293 -6.07023
H 1.22047 -1.03006 -6.47955
H -0.46894 -0.36719 -2.90235
H -0.26626 0.92566 -4.06499
*
```

Properties
- E (Eh) = -2655.12886
- E_LUMO (spin up / spin down) (eV) = -2.119 / -2.186



Density functional theory data (ωB97M-V with the def2-TZVPD basis set) for C12H20K3N3O7S as an isolated structure in a non-equilibrium geometry.

The geometry in ORCA input format:
```
! RIJCOSX wB97M-V def2-TZVPD def2/J DEFGRID3
* xyz 2 1
K -0.46053 -0.25673 -6.11370
K -1.97631 4.49578 -1.34425
K 3.75499 3.58643 -3.98992
C 1.07771 0.15029 -1.12717
O 0.80940 1.11719 -2.04845
H 0.97142 -0.86810 -1.50094
H 2.11700 0.25208 -0.81472
H 0.50866 0.17632 -0.19787
C 4.44386 -4.01032 0.68553
N 4.85211 -4.36909 -0.66217
O 4.26415 -3.81688 -1.65071
O 5.72114 -5.22712 -0.81507
H 3.39963 -4.29802 0.56335
H 4.52792 -2.93318 0.82974
H 4.82511 -4.67842 1.45779
C -3.21586 0.60527 3.08230
C -2.38470 -0.46695 3.76775
O -2.43479 -0.24427 5.17677
S -3.33080 1.09195 5.48504
O -2.67165 2.04932 6.40007
O -4.67865 0.71251 5.83758
O -3.33407 1.63962 3.92809
H -4.21279 0.21170 2.88398
H -2.77979 0.95249 2.14560
H -1.34516 -0.27953 3.49879
H -2.60253 -1.51470 3.56069
N -0.79271 -4.95160 -6.03299
C -0.56268 -4.79060 -4.73431
C -1.73708 -4.43109 -4.10411
C -2.77349 -4.30174 -5.01380
C -2.10169 -4.52535 -6.18266
H -0.21663 -5.25424 -6.80542
H 0.46118 -4.96310 -4.43704
H -1.79718 -4.29549 -3.03435
H -3.82163 -4.12174 -4.82562
H -2.52268 -4.57359 -7.17605
N 1.54850 7.18617 2.00880
C 0.21692 7.14634 2.31093
C -0.04691 5.77885 2.68565
C 1.10813 5.04193 2.57058
C 2.03971 5.86725 2.05379
H 2.01533 8.05913 1.80850
H -0.28686 8.09821 2.39190
H -0.93975 5.32193 3.08619
H 1.30707 3.98197 2.62787
H 3.05699 5.64912 1.76402
*
```

Properties
- energy above the lowest of the compared OMol25 structures with the same formula, charge and spin (kJ/mol) = 445.1
- E (Eh) = -3357.43487
- E_LUMO (eV) = -6.407



Density functional theory data (ωB97M-V with the def2-TZVPD basis set) for a 2-piece molecular cluster, C3H6NOS2 overall in a non-equilibrium geometry.

The geometry in ORCA input format:
```
! RIJCOSX wB97M-V def2-TZVPD def2/J DEFGRID3
* xyz -1 1
C -0.32174 -0.99212 0.80553
C -1.00042 -0.46159 -0.46350
C 0.97397 -0.54198 0.15336
N 0.33200 -0.31364 -1.05000
O 0.62514 0.73637 -1.88465
S 0.70988 2.19962 0.65773
S 2.53902 -0.88875 0.49575
H -0.57030 -0.47815 1.72957
H -0.39283 -2.06997 0.95043
H -1.63114 -1.15607 -1.02251
H -1.51493 0.49265 -0.32714
H 0.73422 1.52181 -1.24699
H -0.48286 1.95180 1.20245
*
```

Properties
- energy above the lowest of the compared OMol25 structures with the same formula, charge and spin (kJ/mol) = 31.9
- E (Eh) = -1044.24495
- E_LUMO (eV) = 3.673



The highest E belongs to which entry? C3H6NOS2



What is the formula in the third record? C12H20K3N3O7S